No. 1
Below is C41H54ClIrNO4PSi as an isolated structure in a non-equilibrium geometry, with properties calculated with the ωB97M-V functional and the def2-TZVPD basis.

XYZ file:
```
104
Properties=species:S:1:pos:R:3:mulliken_charge:R:1
Ir -0.1055 0.0064 0.1267 3.82
Cl -3.1656 5.7221 4.1438 -0.25
C -2.1814 4.5148 3.3735 0.08
C -0.9289 4.1875 3.9260 -0.58
C -0.1478 3.2356 3.3391 -0.32
C -0.5304 2.5733 2.1319 0.31
O 0.2659 1.7235 1.6098 -1.01
C -1.8001 2.9432 1.5843 1.07
C -2.2758 2.3683 0.3783 -0.52
O -1.7090 1.5584 -0.3675 -0.44
C -2.6082 3.8994 2.2362 -1.44
H -0.5941 4.7032 4.8166 0.45
H 0.8121 2.9650 3.7611 0.46
H -3.2768 2.7113 0.0663 0.17
H -3.5712 4.1583 1.8119 0.47
C 2.0780 0.0806 0.1401 -1.16
Si 2.6896 1.1711 -1.2218 -1.23
C 1.5986 0.4376 -2.6092 -1.26
N 0.1897 0.4770 -2.1665 1.14
C -0.4284 1.7815 -2.5234 -0.52
C -1.8278 1.6257 -3.1036 -0.45
C -1.7869 0.7529 -4.3608 -1.07
C -0.9920 -0.5482 -4.1084 -1.01
C -0.6084 -0.6690 -2.6343 -0.34
C 2.4745 3.0341 -1.0512 0.38
C 2.2118 3.6027 0.1964 -0.15
C 2.0352 4.9720 0.3376 -0.56
C 2.1250 5.8018 -0.7705 -0.56
C 2.4076 5.2555 -2.0156 -0.79
C 2.5855 3.8877 -2.1506 0.00
C 4.5030 0.8618 -1.6784 0.73
C 4.9048 -0.3832 -2.1690 -0.43
C 6.2316 -0.6481 -2.4697 -0.69
C 7.1957 0.3319 -2.2764 -0.46
C 6.8201 1.5707 -1.7771 -0.71
C 5.4894 1.8290 -1.4814 -0.32
H 2.4075 0.3338 1.1492 0.68
H 2.3812 -0.9438 -0.0892 0.09
H 1.9026 -0.6039 -2.7418 0.62
H 1.7305 0.9384 -3.5761 0.52
H 0.2004 2.2869 -3.2651 0.63
H -0.4518 2.4243 -1.6446 -0.13
H -2.2190 2.6150 -3.3458 0.56
H -2.4838 1.1870 -2.3505 -0.11
H -1.3169 1.3174 -5.1696 0.38
H -2.8050 0.5257 -4.6808 0.43
H -0.0822 -0.5655 -4.7124 0.35
H -1.5772 -1.4260 -4.3873 0.43
H -0.0351 -1.5772 -2.4520 0.84
H -1.5152 -0.7355 -2.0293 -0.91
H 2.1264 2.9591 1.0616 0.35
H 1.8240 5.3919 1.3136 0.40
H 1.9795 6.8693 -0.6651 0.38
H 2.4878 5.9001 -2.8822 0.40
H 2.8215 3.4782 -3.1282 0.45
H 4.1623 -1.1604 -2.3216 0.26
H 6.5173 -1.6189 -2.8561 0.40
H 8.2320 0.1292 -2.5142 0.37
H 7.5697 2.3363 -1.6198 0.39
H 5.2091 2.8031 -1.0959 0.33
C -0.5692 -4.3985 1.2879 -0.87
P 0.8119 -3.6853 0.3586 1.18
C 1.3698 -5.0411 -0.7161 -1.52
C 2.1750 -3.4175 1.5296 -1.27
O 0.4625 -2.4598 -0.4217 -1.11
H -0.2326 -5.2473 1.8832 0.50
H -1.3338 -4.7165 0.5797 0.30
H -1.0094 -3.6424 1.9354 -0.07
H 1.5154 -5.9435 -0.1216 0.42
H 2.3107 -4.7671 -1.1927 0.37
H 0.6189 -5.2269 -1.4829 0.34
H 2.2055 -4.2000 2.2866 0.43
H 2.0308 -2.4466 2.0025 0.22
H 3.1128 -3.4106 0.9737 0.43
C -2.6773 -2.8386 -1.4000 -1.30
C -3.8290 -2.3159 -0.5372 0.40
C -4.1370 -0.8550 -0.8723 -1.46
C -3.5767 -2.5405 0.9449 0.85
C -4.4038 -3.4440 1.5935 -1.12
C -4.2934 -3.7073 2.9476 -1.27
C -3.3186 -3.0479 3.6743 -1.10
C -2.4527 -2.1401 3.0867 1.00
C -1.4889 -1.3946 3.9935 0.09
C -0.0172 -1.5754 3.5987 -1.19
C -1.8420 0.0943 4.0135 -1.20
C -2.5552 -1.8543 1.6859 -0.77
O -1.7505 -0.9873 1.1184 1.00
H -2.9046 -2.6973 -2.4605 0.48
H -2.5241 -3.9067 -1.2295 0.45
H -1.7539 -2.3133 -1.1658 0.12
H -4.7191 -2.9003 -0.7903 0.76
H -3.2685 -0.2331 -0.6989 -0.11
H -4.9563 -0.4820 -0.2543 0.50
H -4.4313 -0.7655 -1.9222 0.36
H -5.1698 -3.9554 1.0202 0.40
H -4.9606 -4.4107 3.4288 0.35
H -3.2324 -3.2433 4.7379 0.44
H -1.6156 -1.7971 5.0028 0.82
H 0.1443 -1.1867 2.5935 -0.50
H 0.2694 -2.6287 3.6351 0.45
H 0.6226 -1.0182 4.2866 0.56
H -1.6866 0.5008 3.0200 -0.24
H -1.2007 0.6360 4.7121 0.49
H -2.8847 0.2512 4.2934 0.45
```

Output
2S+1: 5
ΔE to the lowest compared entry with this formula, charge and spin, kJ/mol: 76.6
E_LUMO (spin up / spin down), Ha: 0.000 / -0.050
Orbital gap (spin up / spin down), eV: 6.936 / 5.819
E_tot, Ha: -3145.74882


No. 2
Below is C41H54N11OOsSeSi4 as an isolated structure in a non-equilibrium geometry, with properties calculated with the ωB97M-V functional and the def2-TZVPD basis.

XYZ file:
```
113
Properties=species:S:1:pos:R:3:mulliken_charge:R:1
Os -0.4400 -0.0505 -0.1032 1.45
N -0.5168 -0.1991 4.4415 0.69
C -0.9435 -0.1221 3.1747 -1.94
N -0.1541 -0.0138 2.1425 0.82
C 1.2356 0.0164 2.3489 0.26
N 2.0545 0.0497 1.3232 -1.87
N 1.5143 0.0243 0.1275 1.32
C 2.2563 -0.0713 -0.9798 -1.01
C 1.5479 -0.1266 -2.1910 0.91
C 2.1735 -0.2680 -3.4515 -1.04
C 1.4169 -0.3485 -4.5908 -0.79
C 0.0192 -0.2963 -4.4767 -0.72
C -0.5452 -0.1572 -3.2262 -0.92
N 0.1701 -0.0607 -2.1028 1.31
C 1.7532 0.0143 3.6990 0.66
C 3.1136 0.1059 3.9986 -0.62
C 3.5341 0.1081 5.3158 -1.02
C 2.6197 -0.0292 6.3531 -0.71
C 1.2687 -0.1640 6.0737 -0.79
C 0.8384 -0.1163 4.7608 0.25
H -1.1725 -0.3400 5.1995 0.00
H -2.0144 -0.1560 3.0172 0.52
H 3.3263 -0.1872 -0.9265 0.68
H 3.2484 -0.3393 -3.4884 0.61
H 1.8791 -0.4735 -5.5569 0.51
H -0.6064 -0.3809 -5.3490 0.58
H -1.6202 -0.1583 -3.1087 0.16
H 3.8228 0.1439 3.1872 0.58
H 4.5844 0.2015 5.5389 0.49
H 2.9574 -0.0339 7.3762 0.49
H 0.5484 -0.3184 6.8604 0.61
Se -3.5606 -3.1390 -2.6326 0.35
N -4.9655 -2.4792 -1.8365 -0.80
C -4.6052 -1.5093 -1.0090 0.84
C -5.4507 -0.7332 -0.2084 -0.83
C -4.8530 0.2366 0.5724 -1.32
C -3.4750 0.4112 0.5535 0.47
N -2.6216 -0.3020 -0.2013 0.75
C -3.1796 -1.2574 -0.9758 0.14
N -2.4590 -2.0314 -1.7778 -0.24
H -6.5131 -0.9054 -0.2102 0.57
H -5.4580 0.8723 1.1999 0.61
H -3.0187 1.1726 1.1696 -0.47
C -2.9883 3.3806 2.5758 -1.21
Si -1.1961 3.7485 2.0074 0.98
C -1.1145 5.6366 1.7629 -1.21
C 0.0260 3.3018 3.4228 -0.70
Si -0.6502 2.2870 0.0796 -0.43
Si 3.3126 3.9400 -0.0429 0.36
C 4.1182 3.3523 -1.6356 -0.95
C 3.4968 2.9790 1.5631 -0.29
C 2.4361 5.6069 -0.0096 -0.62
Si -1.5047 3.5361 -2.2053 0.41
C -1.5409 5.3803 -1.7711 -0.96
C -0.2893 3.1727 -3.6197 -0.54
C -3.2078 2.7079 -2.2307 -0.90
H -3.2895 4.1105 3.3254 0.50
H -3.0967 2.4018 3.0356 0.29
H -3.7031 3.4553 1.7602 0.34
H -1.2839 6.1049 2.7293 0.42
H -1.8823 6.0150 1.1004 0.39
H -0.1606 5.9962 1.3985 0.25
H -0.5142 3.1330 4.3496 0.40
H 0.7155 4.1172 3.6161 0.58
H 0.6161 2.4138 3.2238 -0.22
H 4.6558 2.4193 -1.4814 0.37
H 4.8361 4.0831 -2.0107 0.45
H 3.3895 3.1865 -2.4258 0.30
H 3.2702 1.9192 1.4348 -0.20
H 2.8424 3.3633 2.3438 0.25
H 4.5189 3.0489 1.9357 0.57
H 1.8713 5.8034 -0.9171 0.26
H 3.1538 6.4210 0.0928 0.49
H 1.7570 5.6746 0.8368 0.00
H -0.5661 5.7791 -1.5116 0.22
H -2.2238 5.6003 -0.9584 0.21
H -1.8938 5.9375 -2.6362 0.45
H 0.7365 3.4099 -3.3528 0.14
H -0.5408 3.7820 -4.4864 0.51
H -0.3196 2.1373 -3.9425 0.01
H -3.8035 3.0212 -1.3777 0.30
H -3.1446 1.6240 -2.2132 0.09
H -3.7560 2.9920 -3.1255 0.56
C -3.3065 -0.8084 8.4414 -1.44
C -2.8945 -1.5877 7.2430 0.86
C -1.8220 -2.4832 7.3082 -0.97
C -1.4177 -3.2116 6.2105 -0.41
C -2.0926 -3.0657 4.9934 0.76
N -1.7177 -3.7381 3.8354 -0.18
C -0.7712 -4.7377 3.7232 0.17
O -0.1644 -5.2356 4.6283 -0.59
N -0.5886 -5.1685 2.4051 -0.09
C -0.4355 -4.4327 1.2487 0.33
C -0.1813 -5.1147 0.0501 -0.75
C 0.0658 -4.3829 -1.0880 -1.22
C 0.0562 -2.9980 -1.0222 -0.61
N -0.2184 -2.3358 0.0954 -0.12
C -0.4623 -3.0347 1.2001 -0.31
C -3.1675 -2.1706 4.9125 -0.66
C -3.5582 -1.4464 6.0196 -1.14
H -3.2898 -1.4352 9.3312 0.39
H -4.3008 -0.3862 8.3226 0.38
H -2.6078 0.0116 8.6221 0.28
H -1.3098 -2.6237 8.2473 0.47
H -0.6087 -3.9163 6.2959 0.58
H -2.3518 -3.6379 3.0534 0.31
H -0.1899 -6.1013 2.3633 0.33
H -0.1678 -6.1939 0.0340 0.47
H 0.2750 -4.8705 -2.0247 0.58
H 0.2791 -2.4276 -1.9066 0.48
H -0.6454 -2.4646 2.1012 0.73
H -3.7140 -2.0724 3.9842 0.56
H -4.4033 -0.7784 5.9496 0.40
```

Output
2S+1: 1
ΔE to the lowest compared entry with this formula, charge and spin, kJ/mol: 17.9
E_LUMO, Ha: -0.338
Orbital gap, eV: 5.004
Total charge: +3
E_tot, Ha: -5921.61260


- Among the records above, which one has the highest 2S+1?
  C41H54ClIrNO4PSi


- The highest 2S+1 belongs to which entry?
  C41H54ClIrNO4PSi


- Which value of 2S+1 does entry 1 give?
  5


- What is the formula in the first record?
  C41H54ClIrNO4PSi